(1)
Below is a structure of composition C40H61As3N6OPbSSbSe4, with properties calculated with wB97M-V/def2-TZVPD.

Properties
Largest force on an atom: 0.00719 Eh/bohr
HOMO: -9.557 eV
Net charge: +1
Kohn-Sham gap: 0.2512 Ha
Electronic energy: -519974.8032 eV

Each line ends with the Löwdin charge.
Geometry (Å):
Pb: -0.01 0.17 0.40  1.042
Sb: -4.49 -2.52 -2.74  0.165
Se: -5.43 -3.13 -4.80  -0.007
Se: -0.83 -2.28 -2.18  0.167
Se: -5.51 -1.70 -0.76  -0.007
Se: -2.46 -4.00 -2.12  0.078
As: -1.35 -1.26 2.94  1.048
As: 2.20 -0.57 2.33  1.059
As: 3.01 -4.90 5.32  1.137
S: 0.56 -3.58 -1.00  0.540
O: 1.47 -0.97 -1.62  -0.400
N: -3.41 1.16 -4.49  -0.051
N: 2.39 -1.85 -1.88  -0.224
N: 0.89 2.14 0.85  -0.103
N: -2.11 1.57 0.88  -0.102
N: -3.38 -0.71 -3.10  -0.147
N: -5.69 3.56 1.60  0.142
C: 3.38 2.26 -3.18  -0.087
C: 2.11 -3.17 -1.70  -0.573
C: -4.08 2.00 -3.48  -0.174
C: 2.82 6.73 1.52  -0.083
C: 2.64 6.54 0.16  -0.075
C: 1.03 -2.81 4.01  -0.665
C: 3.68 -1.46 1.43  -0.285
C: 1.81 2.58 -1.37  -0.205
C: 1.99 -1.61 3.99  -0.327
C: -4.27 1.77 -6.73  -0.050
C: 3.11 2.63 -1.87  -0.039
C: 4.40 -4.07 4.20  -0.358
C: 3.14 0.95 3.08  -0.297
C: 2.35 1.86 -4.02  -0.084
C: 4.34 -3.72 -2.39  -0.047
C: -3.28 3.50 1.66  -0.002
C: 1.51 2.91 0.07  -0.371
C: -3.11 1.82 -5.76  -0.195
C: 1.42 -3.71 5.20  -0.383
C: 0.79 2.18 -2.22  -0.075
C: -2.81 -0.62 4.07  -0.300
C: 2.48 -6.31 4.05  -0.349
C: -3.29 1.01 0.60  -0.223
C: -4.50 1.63 0.81  -0.028
C: 3.60 -1.45 -2.33  -0.001
C: -2.31 -2.65 1.97  -0.292
C: 3.09 -4.11 -1.96  -0.061
C: -2.62 -0.98 -5.38  -0.029
C: 4.59 -2.36 -2.58  -0.028
C: -4.52 2.91 1.36  -0.314
C: -3.09 2.67 -2.53  -0.055
C: 2.00 4.25 0.56  -0.178
C: 2.17 4.46 1.92  -0.043
C: 1.05 1.83 -3.54  -0.074
C: 2.58 5.69 2.40  -0.075
C: 2.24 5.30 -0.32  -0.036
C: 1.05 -3.57 2.68  -0.106
C: -3.17 -0.13 -4.27  -0.407
C: -0.41 -2.34 4.30  -0.347
C: -2.12 2.80 1.41  -0.134
H: 2.05 -3.92 2.44  0.052
H: 3.69 -0.38 -2.45  0.124
H: -1.05 -3.22 4.47  0.082
H: 0.23 1.52 -4.18  0.098
H: 3.14 7.70 1.89  0.104
H: -3.60 -0.23 3.43  0.014
H: 2.49 -5.99 3.01  0.006
H: -2.56 1.94 -1.93  0.049
H: -4.02 2.29 -7.65  0.086
H: -3.27 0.01 0.18  0.044
H: -0.22 2.17 -1.84  0.078
H: 0.71 -2.94 1.86  0.004
H: -4.54 0.74 -6.99  0.076
H: 2.72 5.84 3.47  0.104
H: -1.15 3.23 1.62  0.095
H: -1.71 -0.54 -5.78  0.092
H: 2.11 5.16 -1.39  0.113
H: 4.40 2.30 -3.55  0.108
H: 3.18 -7.14 4.17  0.014
H: -4.80 1.39 -2.94  0.122
H: 0.40 -4.45 2.73  0.100
H: 0.60 -4.42 5.38  0.065
H: -3.23 4.49 2.09  0.115
H: 5.55 -2.01 -2.93  0.118
H: -5.70 4.49 1.97  0.108
H: -3.05 -2.19 1.30  -0.014
H: 4.81 -3.19 4.70  0.015
H: 4.06 -3.80 3.20  -0.010
H: -2.45 0.17 4.72  0.025
H: -2.85 2.85 -5.52  0.124
H: 3.92 2.97 -1.22  0.123
H: 3.43 1.62 2.26  0.017
H: -2.82 -3.32 2.65  0.041
H: 2.47 1.49 3.74  0.027
H: 2.55 1.59 -5.05  0.106
H: -6.57 3.14 1.36  0.109
H: 5.20 -4.80 4.12  0.021
H: 1.49 -6.67 4.31  0.020
H: -3.21 -1.43 4.68  0.034
H: 4.01 -0.81 0.61  0.023
H: -3.65 -0.09 -2.34  0.002
H: -2.36 3.25 -3.09  0.081
H: -4.65 2.74 -4.03  0.125
H: -2.39 -1.97 -5.01  0.054
H: 5.11 -4.45 -2.60  0.117
H: 1.68 -0.88 4.74  0.083
H: 3.35 -2.41 1.01  0.011
H: -5.42 1.11 0.54  0.081
H: 2.82 7.35 -0.53  0.105
H: -1.62 -3.22 1.35  0.000
H: -0.43 -1.75 5.22  0.081
H: 4.52 -1.63 2.11  0.031
H: 3.00 -1.92 4.27  0.053
H: 1.47 -3.09 6.09  0.065
H: -3.34 -1.07 -6.19  0.077
H: -5.16 2.25 -6.31  0.080
H: -2.22 1.37 -6.20  0.108
H: 2.84 -5.16 -1.83  0.118
H: 1.96 3.63 2.60  0.086
H: -3.62 3.34 -1.85  0.086
H: 4.03 0.63 3.63  0.037

=====

(2)
Below is a structure of composition C40H61N2O10P3RbS, with properties calculated with wB97M-V/def2-TZVPD.

Properties
Largest force on an atom: 0.01432 Eh/bohr
HOMO: -4.095 eV
Net charge: -1
Kohn-Sham gap: 0.2122 Ha
Electronic energy: -105289.1037 eV

Each line ends with the Löwdin charge.
Geometry (Å):
Rb: 0.01 -0.14 -0.30  0.847
S: -1.57 -2.40 -4.68  0.465
P: 3.49 -2.13 -1.48  0.602
P: -2.19 1.56 -2.77  0.459
P: -3.72 -0.24 -0.88  0.464
O: -2.06 1.73 -4.33  -0.150
O: 1.57 1.10 2.08  -0.167
O: 1.04 -1.60 2.24  -0.195
O: -1.11 -0.09 3.29  -0.106
O: -5.04 0.63 -0.72  -0.177
O: -0.88 1.58 -2.10  -0.383
O: -2.73 0.09 0.17  -0.338
O: -4.33 -1.70 -0.86  -0.177
O: -3.16 2.73 -2.29  -0.193
O: -0.82 2.20 1.56  -0.186
N: -4.16 -1.52 -5.39  0.000
N: 2.52 -1.09 -0.97  -0.423
C: 2.12 -5.33 0.66  -0.091
C: -4.11 3.96 -0.47  -0.034
C: -3.72 -3.02 -0.82  -0.403
C: 2.27 -2.37 -5.35  -0.086
C: -3.11 0.03 -2.54  -0.226
C: -1.85 4.57 -1.43  -0.036
C: 2.53 0.31 2.74  -0.183
C: -3.08 -1.88 -5.13  -1.011
C: -0.21 -0.71 4.17  -0.192
C: 4.60 -2.98 -5.41  -0.106
C: -4.37 1.82 -5.18  -0.049
C: 1.39 2.37 2.64  -0.198
C: -2.82 3.46 -1.07  -0.435
C: 3.39 -2.78 -6.06  -0.105
C: -6.75 1.75 -1.96  -0.040
C: -7.21 -0.43 -0.77  -0.040
C: -1.51 1.20 3.71  -0.185
C: 2.37 -2.17 -3.98  -0.081
C: 5.83 -0.65 -1.51  -0.096
C: -6.21 0.39 -1.55  -0.439
C: 3.57 -2.39 -3.31  -0.277
C: -2.93 2.27 -5.34  -0.411
C: 3.26 -3.88 -0.91  -0.268
C: -4.12 -3.73 -2.10  -0.037
C: 5.29 -1.86 -1.08  -0.277
C: 3.87 -5.00 -1.46  -0.091
C: 4.68 -2.79 -4.03  -0.108
C: 2.75 -6.44 0.11  -0.111
C: 0.25 3.05 1.87  -0.167
C: 2.38 -1.12 2.25  -0.195
C: 2.37 -4.06 0.15  -0.080
C: 7.13 -0.29 -1.18  -0.100
C: 7.91 -1.14 -0.41  -0.116
C: 7.38 -2.34 0.04  -0.105
C: 3.63 -6.27 -0.95  -0.099
C: -2.77 3.78 -5.37  -0.045
C: -1.86 2.04 2.50  -0.178
C: -2.22 -3.00 -0.61  -0.053
C: 0.44 -1.90 3.47  -0.177
C: 6.08 -2.70 -0.30  -0.086
H: 1.32 -2.20 -5.85  0.073
H: 5.47 -3.29 -5.97  0.091
H: -2.40 1.15 4.36  0.131
H: -4.63 4.61 -1.18  0.087
H: 1.43 -5.45 1.49  0.094
H: 3.02 -1.78 2.84  0.133
H: -0.71 1.67 4.29  0.110
H: -1.95 -2.46 0.29  0.066
H: -4.78 2.21 -4.25  0.058
H: -0.34 -2.63 3.26  0.131
H: -2.40 -0.77 -2.81  0.020
H: -0.72 -1.08 5.07  0.131
H: 2.56 -7.43 0.51  0.091
H: -4.76 3.13 -0.21  0.063
H: -3.78 -4.77 -2.05  0.089
H: -7.11 2.29 -1.08  0.086
H: -2.33 2.76 -0.39  0.111
H: -1.89 -4.03 -0.52  0.096
H: -8.11 -0.59 -1.37  0.085
H: -4.45 0.73 -5.21  0.034
H: -7.50 0.11 0.14  0.086
H: 5.67 -3.64 0.05  0.093
H: -2.66 1.55 1.94  0.108
H: -2.32 5.27 -2.13  0.081
H: -3.19 4.21 -4.46  0.069
H: 8.92 -0.86 -0.15  0.090
H: -2.21 3.03 2.85  0.129
H: 2.41 0.40 3.83  0.113
H: 7.98 -3.00 0.65  0.092
H: -5.98 2.34 -2.44  0.057
H: 0.55 0.01 4.50  0.103
H: 1.51 -1.82 -3.41  0.082
H: 2.29 2.99 2.54  0.133
H: -3.31 4.19 -6.23  0.080
H: -1.57 5.12 -0.53  0.082
H: 2.68 -1.16 1.19  0.059
H: -7.59 1.62 -2.65  0.088
H: 0.64 3.40 0.91  0.134
H: 1.85 -3.19 0.54  0.072
H: 5.20 0.02 -2.09  0.106
H: 3.33 -2.93 -7.13  0.092
H: -4.20 -3.50 0.04  0.139
H: -5.20 -3.73 -2.23  0.083
H: 1.17 2.29 3.71  0.111
H: 4.55 -4.88 -2.30  0.098
H: -0.95 4.16 -1.88  0.080
H: -6.79 -1.39 -0.50  0.071
H: -1.71 -2.57 -1.48  0.060
H: 7.53 0.65 -1.53  0.094
H: 1.16 -2.36 4.16  0.131
H: -3.89 4.54 0.43  0.083
H: 4.11 -7.13 -1.40  0.094
H: -2.53 1.84 -6.26  0.146
H: 3.55 0.64 2.49  0.137
H: -0.09 3.93 2.44  0.130
H: -4.95 2.23 -6.00  0.089
H: -1.72 4.05 -5.44  0.085
H: -3.66 -3.26 -2.97  0.032
H: -3.91 -0.06 -3.28  0.048
H: -5.90 -0.16 -2.45  0.134
H: 5.63 -2.94 -3.52  0.097

=====

(3)
Below is a cluster of 4 separate species, C40H63BrN4O4 in total, with properties calculated with wB97M-V/def2-TZVPD.

Properties
Largest force on an atom: 0.01749 Eh/bohr
HOMO: -9.227 eV
Kohn-Sham gap: 0.3557 Ha
SMILES string: CCCN[C@@]1(CCCO)[C@@H](CC(N)(N)N)C(=O)O[C@]1(CCCBr)CCCCCCOC.c1ccccc1.c1ccccc1.c1ccccc1
Electronic energy: -126694.8863 eV

Each line ends with the Löwdin charge.
Geometry (Å):
Br: -3.52 -1.72 -4.90  0.681
O: 3.58 0.30 -1.54  -0.056
O: -2.81 -0.98 1.24  0.059
O: -2.16 -3.67 6.43  -0.184
O: -2.74 -0.30 3.35  0.134
N: 1.80 -0.75 3.25  0.100
N: 0.56 0.06 5.01  0.093
N: -1.15 1.41 -0.05  0.040
N: 2.10 1.49 3.84  0.077
C: 7.53 0.96 -1.93  -0.106
C: -0.76 -0.12 1.93  -0.127
C: -2.74 3.23 2.76  -0.100
C: -5.02 -2.94 -8.16  -0.107
C: 4.80 6.82 0.09  -0.095
C: 7.27 2.08 -1.15  -0.103
C: -2.36 -3.61 0.17  -0.160
C: -1.36 -3.25 7.52  -0.119
C: -6.54 -5.22 -8.60  -0.099
C: -2.85 -0.73 -1.09  -0.111
C: -2.22 -0.76 -2.49  -0.264
C: -2.54 -3.59 4.08  -0.172
C: -3.23 -0.34 -3.55  -0.572
C: 3.01 0.38 -0.24  -0.265
C: 4.45 5.71 -0.67  -0.101
C: -2.91 -3.82 1.59  -0.195
C: 8.01 1.11 -3.23  -0.094
C: 3.88 4.60 -0.06  -0.094
C: 0.53 -0.31 -0.24  -0.105
C: 1.55 0.83 -0.30  -0.159
C: -6.67 -4.12 -9.44  -0.099
C: -2.35 2.12 0.44  -0.183
C: 7.48 3.35 -1.66  -0.096
C: -0.09 0.92 2.81  -0.053
C: 3.65 4.61 1.31  -0.094
C: -1.88 -3.81 2.72  -0.198
C: 8.22 2.38 -3.74  -0.094
C: -0.84 0.06 0.39  -0.326
C: -5.91 -2.98 -9.22  -0.096
C: 7.96 3.50 -2.96  -0.092
C: -4.89 -4.04 -7.32  -0.119
C: 1.08 0.43 3.72  -0.658
C: -2.19 -0.45 2.30  -0.460
C: -1.36 -2.46 -0.01  -0.117
C: 3.99 5.71 2.07  -0.093
C: -5.65 -5.18 -7.54  -0.095
C: -1.51 -3.51 5.19  -0.250
C: 4.57 6.82 1.46  -0.094
C: -1.93 -1.04 0.07  -0.323
C: -2.06 3.30 1.39  -0.219
H: 0.24 0.88 5.51  0.082
H: 0.97 -1.16 0.28  0.104
H: 4.52 0.48 -1.42  0.061
H: -3.28 -4.37 4.29  0.125
H: 0.36 -0.65 -1.26  0.116
H: 1.23 -1.57 3.42  0.074
H: 8.21 0.24 -3.83  0.101
H: -1.99 -3.23 8.40  0.085
H: 2.42 1.77 2.92  0.042
H: 3.09 -0.58 0.30  0.109
H: 4.84 7.68 2.06  0.101
H: -7.37 -4.15 -10.27  0.099
H: 3.61 3.73 -0.65  0.096
H: -1.15 -3.01 2.58  0.087
H: -3.43 -4.78 1.60  0.117
H: -2.41 4.22 0.90  0.097
H: -1.87 -1.76 -2.72  0.081
H: -2.91 0.53 -4.12  0.053
H: -7.13 -6.11 -8.78  0.099
H: -1.02 -2.53 5.16  0.107
H: 1.41 1.43 -1.20  0.120
H: 6.90 1.96 -0.14  0.101
H: -5.55 -6.03 -6.89  0.100
H: -3.06 -2.63 4.04  0.103
H: 4.62 5.71 -1.74  0.102
H: -0.53 -3.95 7.69  0.086
H: 8.12 4.49 -3.36  0.101
H: -3.20 -3.52 -0.51  0.110
H: -3.31 0.24 -0.93  0.110
H: -1.18 1.40 -1.06  0.104
H: -2.11 3.67 3.53  0.070
H: 1.41 1.52 0.54  0.087
H: 7.37 -0.03 -1.53  0.101
H: -2.97 2.21 3.06  0.050
H: -0.56 -2.60 0.72  0.104
H: -3.66 -3.06 1.81  0.107
H: -1.82 -4.52 -0.13  0.117
H: -3.09 1.46 0.89  0.110
H: 1.33 -0.32 5.55  0.085
H: -0.86 1.32 3.47  0.106
H: -0.90 -2.57 -0.99  0.117
H: -0.98 3.41 1.48  0.088
H: -2.83 2.54 -0.45  0.115
H: 3.57 1.11 0.35  0.106
H: 1.95 -0.71 2.24  0.050
H: -0.27 -1.09 2.04  0.121
H: -1.35 -4.77 2.74  0.122
H: -4.20 -4.01 -6.49  0.050
H: -0.74 -4.29 5.06  0.126
H: -4.22 -0.17 -3.12  0.055
H: -0.96 -2.25 7.35  0.080
H: 1.70 2.30 4.30  0.072
H: -1.34 -0.12 -2.55  0.101
H: -4.43 -2.05 -7.98  0.081
H: -3.67 3.80 2.77  0.070
H: 7.28 4.22 -1.05  0.097
H: 3.80 5.72 3.14  0.101
H: -6.01 -2.13 -9.87  0.100
H: -3.67 -1.46 -1.08  0.132
H: 0.27 1.75 2.21  0.088
H: 5.25 7.68 -0.38  0.101
H: 3.19 3.74 1.78  0.079
H: 8.58 2.50 -4.75  0.101

=====

(4)
Below is a structure of composition C40H63ClDyN2O7SSi2 at a distorted geometry, with properties calculated with wB97M-V/def2-TZVPD.

Properties
Largest force on an atom: 0.07272 Eh/bohr
HOMO (alpha / beta): -4.455 / -4.439 eV
Net charge: -1
Kohn-Sham gap (alpha / beta): 0.1786 / 0.1808 Ha
2S+1: 6
Electronic energy: -123010.6313 eV

Each line ends with the Löwdin charge.
Geometry (Å):
Dy: 0.69 -1.61 0.06  1.547
Cl: 3.51 -0.87 0.51  0.635
S: -1.15 -3.22 2.06  0.732
Si: -0.46 -4.21 -2.12  0.437
Si: 1.50 -5.23 0.47  0.438
O: 1.28 -0.59 -1.98  -0.163
O: 1.19 -1.62 2.13  -0.350
O: 4.07 -1.20 1.77  -0.286
O: 2.46 0.09 0.68  -0.375
O: 2.96 -2.05 -0.09  -0.434
O: -1.69 -0.87 0.47  -0.172
O: 4.50 -0.33 -0.34  -0.286
N: 0.10 0.82 -0.19  0.064
N: 0.54 -1.60 3.27  -0.174
C: -4.54 -0.10 0.03  -0.031
C: -1.87 -5.45 -1.73  -0.186
C: 2.58 0.45 -4.33  -0.529
C: -0.63 -2.30 3.38  -0.652
C: 1.43 5.05 -2.38  -0.550
C: 0.30 -4.69 -3.84  -0.188
C: -1.39 -2.55 -2.37  -0.194
C: 0.81 1.52 -1.07  -0.170
C: 0.89 2.92 -1.17  0.046
C: 2.02 1.33 -3.21  -0.070
C: -2.94 0.78 1.68  -0.069
C: 2.28 5.67 -1.26  -0.042
C: 3.63 -0.50 -3.75  -0.028
C: 2.04 2.70 -3.25  0.051
C: 1.96 5.57 -3.72  -0.067
C: -1.55 3.97 3.33  -0.549
C: -1.65 2.74 2.43  -0.154
C: -1.78 0.28 1.01  -0.268
C: -2.85 4.27 4.08  -0.066
C: -4.18 -1.35 2.19  -0.046
C: -0.68 1.22 0.83  -0.167
C: -0.03 5.52 -2.24  -0.046
C: 3.23 1.26 -5.46  -0.068
C: -0.60 2.38 1.62  0.032
C: 0.41 -0.81 5.49  -0.077
C: -0.44 3.71 4.37  -0.040
C: 1.47 3.53 -2.26  -0.152
C: 1.40 0.67 -2.10  -0.251
C: 0.19 -6.56 0.89  -0.196
C: -0.80 -1.48 5.66  -0.085
C: 1.41 -0.35 -4.93  -0.030
C: 3.10 -6.09 -0.18  -0.195
C: -2.83 1.96 2.37  0.045
C: 0.92 -4.01 -0.85  -0.487
C: -1.31 -2.22 4.62  -0.092
C: 1.05 -0.89 4.28  -0.011
C: -1.19 5.20 2.49  -0.046
C: -4.26 0.04 1.54  -0.530
C: 2.07 -4.57 2.19  -0.195
C: -5.44 0.79 2.16  -0.068
H: -3.69 2.33 2.90  0.085
H: 1.21 -4.42 2.85  -0.014
H: 4.06 1.85 -5.09  0.084
H: 1.92 5.36 -0.28  0.072
H: -0.20 5.10 2.05  0.069
H: -4.63 0.89 -0.42  0.090
H: 2.48 3.18 -4.11  0.089
H: 0.32 2.94 1.61  0.117
H: -5.54 1.79 1.74  0.082
H: -5.47 -0.65 -0.14  0.084
H: 4.40 0.07 -3.23  0.089
H: 3.87 -5.34 -0.33  0.016
H: -5.34 0.86 3.24  0.081
H: -0.10 6.60 -2.36  0.080
H: 0.65 0.33 -5.32  0.089
H: 3.01 5.33 -3.84  0.084
H: 0.50 3.50 3.88  0.079
H: -6.36 0.25 1.95  0.082
H: -4.01 -1.25 3.26  0.082
H: 3.18 -1.17 -3.03  0.074
H: 1.99 -0.41 4.06  0.143
H: -0.65 5.04 -2.99  0.091
H: -0.43 5.27 -1.26  0.067
H: 0.43 3.51 -0.40  0.093
H: -0.04 -7.19 0.04  0.004
H: -3.13 3.44 4.74  0.085
H: 2.23 6.76 -1.30  0.081
H: -2.72 5.15 4.70  0.082
H: -5.10 -1.90 2.02  0.086
H: -2.05 -2.54 -3.24  0.030
H: -3.36 -1.92 1.76  0.013
H: 1.40 5.14 -4.55  0.086
H: -1.19 6.10 3.11  0.081
H: -1.51 -6.47 -1.65  0.006
H: -2.32 -5.18 -0.78  0.017
H: -0.45 -4.77 -4.62  0.010
H: 2.94 -6.59 -1.13  0.008
H: -1.91 5.33 1.69  0.088
H: 3.31 5.36 -1.36  0.089
H: -2.65 -5.43 -2.48  0.017
H: 1.02 -3.94 -4.15  0.007
H: 2.59 -3.63 2.09  0.000
H: -0.31 4.57 5.02  0.082
H: 1.85 6.65 -3.76  0.081
H: -3.67 4.47 3.39  0.086
H: -2.24 -2.76 4.69  0.099
H: -3.73 -0.63 -0.45  0.071
H: 0.96 -0.98 -4.18  0.065
H: 3.61 0.56 -6.21  0.081
H: -0.73 -6.07 1.20  -0.011
H: 0.82 -5.64 -3.78  0.012
H: 3.49 -6.83 0.52  0.009
H: 1.77 -0.97 -5.75  0.085
H: 4.09 -1.08 -4.54  0.084
H: -1.33 -1.42 6.60  0.099
H: -0.68 -1.72 -2.49  -0.008
H: 1.82 -3.68 -1.39  -0.030
H: 0.85 -0.22 6.29  0.096
H: 2.74 -5.27 2.69  0.021
H: 2.51 1.92 -5.95  0.080
H: 0.50 -7.21 1.71  0.017
H: -0.71 2.84 4.98  0.086
H: -1.99 -2.35 -1.49  0.006